Entry 1:
Here is a cluster of 5 separate species, C78H83ClO9PSi2 in total in a non-equilibrium geometry from the OMol25 dataset. Energies are from ωB97M-V/def2-TZVPD.

Each line ends with the Mulliken charge.
CARTESIAN COORDINATES (ANGSTROEM)
C 1.98 -2.27 3.73  -0.347
O 3.45 -2.11 3.79  -0.204
C 3.86 -0.70 3.78  -0.359
C 5.03 -0.49 2.60  -0.569
C 4.41 0.22 1.23  0.170
C 4.01 -1.02 0.22  -0.392
C 4.03 -0.57 -1.37  -0.958
C 3.01 0.72 -1.66  1.143
C 3.90 2.06 -1.97  -0.749
C 3.08 3.26 -2.76  -0.202
C 2.17 2.74 -4.02  -0.621
C 0.55 2.95 -3.84  -0.656
C -0.01 2.81 -2.31  0.759
C -1.65 2.57 -2.22  -0.882
P -2.24 1.75 -0.60  0.967
C -4.04 2.42 -0.28  -1.058
C -4.98 2.20 -1.61  1.026
C -6.02 0.92 -1.43  -0.940
Cl -6.04 3.71 -2.01  -0.273
Si -1.02 2.19 1.17  -0.177
C 0.05 0.67 1.79  -0.227
C 0.19 3.67 0.98  -0.552
C -2.19 2.62 2.68  -0.977
Si -2.40 -0.45 -1.01  -0.012
C -3.02 -0.83 -2.81  -0.516
C -3.56 -1.29 0.33  -0.825
C -0.66 -1.34 -0.86  -0.393
H 1.56 -2.22 4.82  0.285
H 1.45 -1.51 3.01  -0.071
H 1.73 -3.35 3.32  0.202
H 2.98 0.07 3.60  0.151
H 4.41 -0.49 4.80  0.269
H 5.91 0.17 3.04  0.360
H 5.49 -1.55 2.40  0.135
H 3.48 0.86 1.56  -0.102
H 5.21 0.93 0.71  0.225
H 2.97 -1.52 0.50  -0.028
H 4.84 -1.86 0.33  0.438
H 3.62 -1.51 -1.98  0.243
H 5.13 -0.36 -1.78  0.302
H 2.31 0.37 -2.53  0.343
H 2.36 0.82 -0.69  -1.025
H 4.93 1.81 -2.48  0.343
H 4.18 2.52 -0.90  0.122
H 3.93 3.96 -3.23  0.403
H 2.52 3.93 -1.98  -0.080
H 2.48 3.39 -4.97  0.320
H 2.46 1.62 -4.31  0.276
H 0.04 2.07 -4.47  0.221
H 0.22 3.94 -4.40  0.331
H 0.55 2.03 -1.64  -0.752
H 0.17 3.87 -1.80  0.079
H -2.06 1.91 -3.12  0.320
H -2.19 3.62 -2.32  0.484
H -3.90 3.56 -0.04  0.471
H -4.48 1.86 0.67  0.374
H -4.35 2.02 -2.61  -0.487
H -5.66 -0.03 -2.03  0.134
H -7.10 1.17 -1.82  0.381
H -6.01 0.64 -0.29  0.316
H -0.62 -0.25 2.09  0.331
H 0.76 1.01 2.66  0.196
H 0.72 0.35 0.88  -0.076
H -0.18 4.53 0.26  0.317
H 0.53 4.10 2.04  0.249
H 1.20 3.24 0.50  0.086
H -2.74 3.63 2.36  0.289
H -1.47 2.90 3.56  0.354
H -2.93 1.75 2.93  0.265
H -3.64 -1.85 -2.80  0.330
H -3.77 -0.01 -3.19  -0.046
H -2.10 -0.92 -3.52  0.288
H -4.26 -0.47 0.83  0.243
H -4.28 -2.10 -0.14  0.229
H -2.87 -1.80 1.15  0.307
H -0.70 -2.28 -1.60  0.431
H -0.40 -1.65 0.24  0.183
H 0.16 -0.60 -1.31  -0.226
C 3.34 6.93 0.94  -0.238
C 3.81 8.20 0.61  -0.606
C 3.85 9.20 1.59  -0.561
C 3.41 8.93 2.89  0.193
C 2.92 7.66 3.21  0.220
C 2.89 6.66 2.23  -0.769
C 2.41 7.37 4.56  0.555
O 1.98 6.26 4.84  -0.709
C 2.41 8.45 5.57  0.258
C 1.88 8.21 6.85  -0.538
C 1.89 9.22 7.81  -0.475
C 2.44 10.46 7.52  -0.463
C 2.97 10.71 6.25  -0.552
C 2.95 9.70 5.27  0.174
C 3.48 9.98 3.92  0.617
O 3.96 11.08 3.66  -0.665
H 3.31 6.15 0.18  0.531
H 4.14 8.42 -0.40  0.394
H 4.22 10.19 1.33  0.467
H 2.52 5.66 2.47  0.474
H 1.44 7.24 7.09  0.436
H 1.47 9.03 8.80  0.394
H 2.46 11.25 8.27  0.401
H 3.40 11.68 6.02  0.458
C 9.63 -8.06 2.32  -0.481
C 9.35 -9.33 2.82  -0.459
C 8.12 -9.59 3.43  -0.538
C 7.17 -8.56 3.55  0.175
C 7.46 -7.29 3.07  0.135
C 8.69 -7.04 2.44  -0.480
C 6.49 -6.19 3.24  0.514
O 6.74 -5.07 2.81  -0.708
C 5.21 -6.45 3.93  0.078
C 4.31 -5.41 4.14  -0.695
C 3.09 -5.65 4.79  -0.258
C 2.78 -6.95 5.20  -0.758
C 3.68 -7.99 5.00  -0.550
C 4.90 -7.74 4.36  0.298
C 5.87 -8.85 4.18  0.626
O 5.59 -9.98 4.55  -0.675
H 10.58 -7.87 1.83  0.392
H 10.08 -10.13 2.73  0.390
H 7.90 -10.58 3.81  0.452
H 8.92 -6.05 2.05  0.449
H 4.55 -4.40 3.82  0.826
H 2.39 -4.84 4.96  0.410
H 1.83 -7.14 5.70  0.413
H 3.42 -9.00 5.33  0.474
C -2.72 -8.64 1.93  -0.447
C -2.35 -7.44 1.33  -0.592
C -3.34 -6.54 0.92  -0.544
C -4.69 -6.85 1.09  0.197
C -5.06 -8.07 1.67  0.372
C -4.07 -8.96 2.10  -0.649
C -6.48 -8.43 1.81  0.527
O -6.80 -9.50 2.32  -0.671
C -7.51 -7.49 1.32  0.299
C -8.87 -7.85 1.40  -0.585
C -9.85 -6.96 0.95  -0.470
C -9.48 -5.72 0.44  -0.500
C -8.14 -5.36 0.36  -0.524
C -7.15 -6.26 0.79  0.190
C -5.73 -5.89 0.67  0.522
O -5.41 -4.79 0.22  -0.701
H -1.95 -9.34 2.26  0.406
H -1.30 -7.19 1.19  0.415
H -3.05 -5.59 0.46  0.589
H -4.34 -9.91 2.56  0.467
H -9.16 -8.82 1.80  0.459
H -10.90 -7.24 1.01  0.396
H -10.25 -5.02 0.10  0.394
H -7.86 -4.39 -0.04  0.449
C -5.75 2.08 -5.35  -0.473
C -5.20 3.27 -4.86  0.003
C -4.34 4.02 -5.65  -0.903
C -4.01 3.59 -6.94  0.221
C -4.54 2.39 -7.43  0.187
C -5.42 1.64 -6.63  -0.887
C -4.16 1.90 -8.77  0.670
O -4.63 0.85 -9.20  -0.668
C -3.21 2.68 -9.58  0.203
C -2.80 2.19 -10.83  -0.548
C -1.90 2.93 -11.60  -0.487
C -1.43 4.16 -11.15  -0.476
C -1.83 4.64 -9.90  -0.525
C -2.72 3.90 -9.11  0.187
C -3.11 4.40 -7.78  0.533
O -2.69 5.48 -7.37  -0.678
H -6.43 1.50 -4.74  0.473
H -5.45 3.60 -3.85  0.508
H -3.92 4.95 -5.26  0.534
H -5.85 0.72 -7.01  0.469
H -3.17 1.24 -11.19  0.457
H -1.58 2.55 -12.57  0.398
H -0.74 4.74 -11.76  0.402
H -1.45 5.60 -9.55  0.462

## Properties
gap between HOMO and LUMO	7.93	eV
calculated total energy	-5079.30259	hartree
largest force on an atom	4.506	eV/Å
total charge	+1
LUMO	-0.106	hartree

***

Entry 2:
Here is a cluster of 18 separate species, C79H202N14O18 in total in a non-equilibrium geometry from the OMol25 dataset. Energies are from ωB97M-V/def2-TZVPD.

Each line ends with the Mulliken charge.
CARTESIAN COORDINATES (ANGSTROEM)
C -3.66 4.61 -2.19  -0.485
C -5.13 4.93 -2.02  1.537
C -5.79 3.81 -1.19  -0.793
C -5.56 4.02 0.29  0.978
C -6.01 5.40 0.70  -2.215
C -5.43 6.54 -0.10  2.005
N -5.59 6.26 -1.50  0.124
O -4.87 7.27 -2.27  -0.510
C -6.22 7.81 0.22  -2.297
C -3.98 6.83 0.33  -0.957
C -5.70 4.89 -3.44  -1.893
H -3.60 3.86 -2.94  -0.122
H -3.18 4.36 -1.25  -0.194
H -3.10 5.43 -2.63  0.460
H -6.88 3.77 -1.40  0.496
H -5.32 2.86 -1.55  -0.323
H -4.50 3.90 0.56  -0.714
H -6.13 3.32 0.92  0.598
H -5.78 5.57 1.75  0.429
H -7.08 5.42 0.48  0.445
H -6.46 7.93 1.27  0.377
H -5.65 8.61 -0.18  0.517
H -7.15 7.79 -0.31  0.550
H -3.40 7.42 -0.36  0.399
H -4.04 7.30 1.35  0.409
H -3.48 5.91 0.52  -0.088
H -5.48 3.94 -3.94  0.287
H -5.42 5.72 -4.13  0.329
H -6.78 4.95 -3.37  0.539
H -5.53 7.92 -2.50  0.358
C -0.68 2.50 5.30  -1.643
C -0.87 3.36 4.10  2.271
C -2.28 3.81 3.92  -1.851
C -2.56 4.84 2.92  1.894
C -1.65 6.04 3.26  -1.739
C -0.20 5.66 3.25  1.621
N -0.06 4.59 4.27  0.314
O 1.28 4.15 4.29  -0.154
C 0.33 5.48 1.83  -1.618
C 0.67 6.88 3.84  -1.792
C -0.33 2.54 2.83  -0.315
H 0.38 2.33 5.56  -0.163
H -1.23 1.57 5.26  0.287
H -1.08 3.02 6.18  0.554
H -2.94 2.94 3.82  0.181
H -2.54 4.21 4.93  0.544
H -3.57 5.25 3.01  0.290
H -2.39 4.54 1.86  -1.318
H -2.00 6.41 4.23  0.315
H -1.73 6.81 2.46  0.365
H -0.30 4.75 1.31  0.178
H 0.37 6.36 1.17  0.457
H 1.41 5.20 1.83  0.250
H 0.67 7.70 3.10  0.479
H 0.29 7.19 4.83  0.335
H 1.68 6.46 3.96  0.299
H -0.98 2.80 2.03  -0.785
H -0.33 1.50 2.91  0.880
H 0.71 2.83 2.51  -0.103
H 1.47 4.24 5.22  0.099
C 0.12 2.74 -2.42  -0.734
C 1.02 1.54 -1.94  2.428
C 1.09 1.63 -0.36  -0.577
C 1.33 0.23 0.21  0.678
C 0.17 -0.75 -0.27  0.018
C 0.36 -0.95 -1.76  1.368
N 0.23 0.37 -2.39  0.796
O 0.38 0.26 -3.79  3.527
C 1.61 -1.78 -2.06  0.336
C -0.84 -1.81 -2.27  -0.554
C 2.43 1.64 -2.59  0.076
H 0.75 3.62 -2.37  0.570
H -0.70 2.84 -1.74  -0.306
H -0.28 2.60 -3.44  -0.865
H 1.85 2.39 -0.09  0.737
H 0.10 1.97 -0.05  -0.874
H 1.30 0.21 1.34  -0.335
H 2.28 -0.17 -0.16  -0.361
H -0.77 -0.21 -0.06  -0.233
H 0.23 -1.72 0.21  -0.236
H 1.48 -2.36 -2.99  -0.656
H 2.50 -1.18 -2.32  -1.122
H 1.79 -2.42 -1.22  0.093
H -0.74 -2.84 -1.80  -0.311
H -1.70 -1.41 -1.77  -0.206
H -0.89 -1.84 -3.35  0.072
H 3.04 0.74 -2.43  -0.944
H 3.04 2.44 -2.10  -0.214
H 2.58 1.84 -3.66  -0.219
H 1.31 -0.01 -4.00  -1.048
C 5.61 3.05 3.41  -0.922
C 5.65 2.79 1.90  -0.073
O 4.90 1.60 1.56  0.029
H 5.91 4.11 3.61  0.399
H 6.12 2.28 4.03  0.252
H 4.59 3.16 3.76  -0.088
H 6.70 2.69 1.68  0.345
H 5.35 3.65 1.26  0.199
H 5.45 1.20 0.83  0.031
C 0.08 -6.18 1.70  -1.287
C -0.24 -4.84 1.11  0.396
O 0.95 -4.38 0.43  0.679
H 0.98 -5.97 2.31  0.211
H 0.47 -6.83 0.89  0.248
H -0.72 -6.64 2.26  0.263
H -0.50 -4.14 1.92  -0.295
H -1.12 -4.86 0.45  0.322
H 1.02 -4.84 -0.46  -0.229
C 3.33 5.02 7.43  -0.660
C 2.19 6.06 7.55  0.210
O 2.60 7.40 7.37  -0.538
H 4.14 5.15 8.19  0.387
H 3.73 5.00 6.42  0.151
H 2.86 4.07 7.59  0.075
H 1.68 5.94 8.56  0.267
H 1.49 5.92 6.75  -0.181
H 3.16 7.70 8.03  0.280
C 2.11 -6.88 -7.75  -1.244
C 1.62 -5.53 -8.13  -0.130
O 1.68 -4.67 -6.94  -0.296
H 3.09 -6.78 -7.24  0.270
H 2.29 -7.43 -8.69  0.361
H 1.49 -7.43 -7.12  0.318
H 0.54 -5.66 -8.41  0.282
H 2.12 -4.99 -8.99  0.257
H 1.09 -3.92 -7.03  0.233
C 4.61 5.12 -2.14  -1.511
C 4.71 4.66 -3.63  1.725
C 3.47 5.01 -4.45  -0.424
O 3.63 4.74 -5.82  -0.496
C 3.90 3.31 -6.03  -0.337
N 5.87 5.32 -4.22  -0.700
H 3.72 4.71 -1.62  0.103
H 4.53 6.22 -1.97  0.436
H 5.54 4.86 -1.69  0.370
H 4.75 3.54 -3.62  -0.561
H 3.27 6.06 -4.35  0.538
H 2.62 4.40 -4.05  -0.169
H 3.66 3.12 -7.06  0.445
H 3.22 2.67 -5.45  -0.128
H 4.94 3.09 -5.79  0.278
H 6.69 5.20 -3.66  0.238
H 6.02 5.09 -5.19  0.262
C 3.82 -7.15 -1.30  -1.622
C 3.68 -6.23 -2.56  0.356
C 2.91 -4.95 -2.36  -0.073
O 1.53 -5.24 -2.09  -0.583
C 0.65 -5.09 -3.17  0.225
N 5.04 -5.71 -2.98  -0.565
H 4.06 -6.55 -0.48  0.447
H 4.51 -7.92 -1.40  0.486
H 2.86 -7.59 -1.05  0.296
H 3.16 -6.70 -3.43  0.231
H 2.95 -4.34 -3.21  0.543
H 3.28 -4.45 -1.50  -0.128
H 0.66 -5.80 -4.02  0.325
H 0.77 -4.09 -3.57  -0.374
H -0.38 -5.01 -2.73  -0.051
H 5.08 -5.46 -3.96  0.163
H 5.68 -6.44 -2.80  0.239
C -2.99 1.38 -4.93  -1.239
C -2.23 0.94 -6.17  -0.278
C -1.02 1.84 -6.47  0.808
O -1.35 3.24 -6.34  -0.470
C -0.19 4.13 -6.30  -0.346
N -1.76 -0.41 -5.99  -0.268
H -3.74 0.61 -4.62  0.177
H -3.48 2.34 -5.01  0.717
H -2.13 1.54 -4.22  -0.038
H -2.85 1.01 -7.09  0.590
H -0.72 1.58 -7.50  0.490
H -0.22 1.65 -5.72  -1.140
H -0.64 5.07 -5.88  0.288
H 0.25 4.24 -7.27  0.314
H 0.48 3.77 -5.50  -0.106
H -1.35 -0.43 -5.03  -0.586
H -2.57 -1.02 -5.92  0.255
C 4.99 -1.88 0.54  -0.970
C 5.51 -1.86 -0.86  3.046
C 6.53 -0.73 -1.02  -1.817
O 5.87 0.52 -0.87  0.316
C 6.58 1.62 -1.46  -0.874
N 6.17 -3.04 -1.28  -0.598
H 4.25 -2.66 0.67  -0.057
H 4.45 -0.98 0.76  -0.438
H 5.80 -2.01 1.22  0.657
H 4.77 -1.54 -1.57  -1.488
H 6.97 -0.74 -1.97  0.674
H 7.27 -0.68 -0.21  0.301
H 6.43 1.51 -2.52  0.288
H 7.63 1.46 -1.22  0.476
H 6.20 2.57 -1.13  -0.093
H 6.64 -3.61 -0.56  0.323
H 5.57 -3.63 -1.81  0.062
C -2.55 -5.64 5.74  -1.602
C -1.48 -4.62 6.20  0.186
C -0.06 -5.03 5.89  0.361
O 0.24 -6.34 6.43  -0.445
C 1.60 -6.81 6.34  -0.697
N -1.73 -3.29 5.67  -0.133
H -3.45 -5.38 6.17  0.541
H -2.30 -6.62 6.06  0.506
H -2.62 -5.56 4.66  -0.036
H -1.64 -4.55 7.29  0.360
H 0.61 -4.26 6.28  0.311
H 0.09 -5.01 4.80  -0.246
H 2.31 -6.04 6.71  0.278
H 1.81 -6.96 5.31  0.251
H 1.73 -7.75 6.85  0.279
H -1.37 -3.14 4.74  -0.027
H -1.37 -2.60 6.32  0.001
C 4.15 -0.70 4.72  -1.536
C 3.03 -0.38 3.73  1.192
C 1.80 -1.16 4.13  1.267
O 1.99 -2.59 4.16  -0.479
C 2.33 -3.02 2.85  -0.548
N 2.53 0.98 3.84  0.968
H 4.49 -1.73 4.66  0.326
H 3.94 -0.49 5.81  -0.095
H 5.05 -0.20 4.40  0.404
H 3.35 -0.77 2.79  -0.055
H 1.00 -1.03 3.41  -0.004
H 1.43 -0.88 5.10  -0.800
H 3.43 -2.86 2.65  0.243
H 1.73 -2.59 1.98  0.076
H 2.15 -4.09 2.75  0.223
H 3.24 1.67 3.59  -0.427
H 1.86 1.09 3.09  -0.727
C -3.86 -6.73 1.32  -1.068
C -4.67 -5.49 1.62  2.106
C -5.73 -5.37 0.45  -1.050
O -6.62 -6.41 0.43  -0.377
C -7.49 -6.44 -0.68  -0.819
N -5.30 -5.51 2.87  -0.796
H -3.65 -6.74 0.27  0.310
H -4.35 -7.70 1.55  0.336
H -2.88 -6.70 1.88  0.018
H -4.04 -4.60 1.55  -0.958
H -5.11 -5.27 -0.42  0.260
H -6.29 -4.43 0.57  0.598
H -7.11 -7.06 -1.50  0.285
H -7.73 -5.48 -1.12  0.337
H -8.45 -6.83 -0.36  0.277
H -5.76 -6.39 2.90  0.352
H -4.58 -5.55 3.58  0.248
C 1.57 -1.06 -8.78  -1.521
C 1.79 -1.44 -7.36  0.929
C 2.25 -0.23 -6.53  -1.047
O 2.57 -0.49 -5.13  0.496
C 3.99 -0.60 -5.00  -1.008
N 0.56 -2.13 -6.84  -0.720
H 2.40 -0.37 -9.05  0.389
H 0.59 -0.60 -8.92  0.304
H 1.64 -1.97 -9.36  0.348
H 2.55 -2.24 -7.30  0.327
H 1.39 0.47 -6.58  -0.589
H 3.14 0.22 -6.99  0.827
H 4.51 -0.92 -5.89  0.715
H 4.33 -1.23 -4.15  -0.207
H 4.31 0.37 -4.68  -0.043
H -0.24 -1.53 -7.10  0.345
H 0.69 -2.18 -5.85  -0.085
C -2.97 -2.17 2.00  -0.914
C -2.60 -0.81 2.60  1.908
C -3.07 0.39 1.87  -0.533
O -3.13 0.01 0.48  -0.137
C -3.38 1.09 -0.35  0.044
N -3.21 -0.70 3.91  -0.664
H -4.02 -2.12 1.58  0.086
H -2.84 -2.89 2.83  0.121
H -2.33 -2.56 1.17  0.001
H -1.53 -0.83 2.76  -0.831
H -2.34 1.23 1.97  -0.619
H -4.01 0.68 2.29  0.940
H -2.70 1.97 -0.17  -0.087
H -4.45 1.40 -0.27  0.727
H -3.20 0.77 -1.36  -0.872
H -2.88 -1.44 4.51  0.232
H -4.21 -0.83 3.89  0.362
C -3.27 -4.63 -4.36  -1.223
C -4.36 -3.57 -4.49  0.134
C -4.39 -2.68 -3.28  0.348
O -5.46 -1.74 -3.46  -0.537
C -5.37 -0.71 -2.52  -0.349
N -4.20 -2.74 -5.70  -0.514
H -2.27 -4.28 -4.58  0.248
H -3.45 -5.59 -4.86  0.471
H -3.33 -4.91 -3.26  0.094
H -5.29 -4.17 -4.50  0.290
H -3.40 -2.23 -3.14  -0.231
H -4.67 -3.36 -2.47  0.317
H -6.23 -0.09 -2.58  0.412
H -4.54 -0.05 -2.71  -0.207
H -5.43 -1.03 -1.49  0.411
H -4.24 -3.30 -6.52  0.201
H -4.97 -2.12 -5.79  0.253
C -0.01 1.61 8.93  -1.076
C 0.84 0.48 8.34  -0.029
C -0.06 -0.44 7.47  0.464
O -1.24 -0.95 8.11  -0.494
C -0.92 -1.66 9.29  -0.882
N 1.98 0.99 7.49  -0.385
H -0.27 2.24 8.09  0.083
H 0.58 2.18 9.66  0.350
H -0.96 1.14 9.27  0.313
H 1.31 -0.05 9.18  0.572
H 0.51 -1.34 7.18  0.358
H -0.44 0.06 6.59  -0.442
H -0.82 -0.92 10.05  0.368
H -0.03 -2.20 9.08  0.389
H -1.75 -2.32 9.52  0.272
H 1.92 0.97 6.46  -0.297
H 2.72 0.32 7.69  0.348

## Properties
gap between HOMO and LUMO	8.82	eV
calculated total energy	-5251.58737	hartree
largest force on an atom	3.310	eV/Å
LUMO	0.014	hartree

***

Calculated values (eV) of HOMO energy for the records, taken in order: -10.819; -8.435.